1.
Below is a structure of composition C41H50F10HoN7OS, with properties calculated with ωB97M-V/def2-TZVPD.

Its HOMO energy (spin up / spin down) is -7.16 / -7.17 eV. The orbital gap (spin up / spin down) comes out at 7.449 / 6.740 eV. As for the expectation value of S²: 6.00. The LUMO energy (spin up / spin down) comes out at 0.28 / -0.43 eV. Its spin multiplicity is 5. The charge is 0.

Last column: Löwdin spin population.
Positions of all 111 atoms, in Å:
1 Ho 0.2431 0.1626 0.7422  4.03
2 C -2.6845 -1.0738 2.8083  0.00
3 C -2.9791 -2.4800 2.2497  0.00
4 N -1.8310 -2.9214 1.5227  0.00
5 C -1.5367 -4.3009 1.2897  0.00
6 C -0.0025 -4.4945 1.3517  0.00
7 S 0.8442 -3.1585 2.2710  0.00
8 C -0.1647 -3.0921 3.7992  0.00
9 C -0.7393 -1.7092 4.1803  0.00
10 N -1.2451 -0.8640 3.0940  0.00
11 H -3.2840 -0.9201 3.7137  0.00
12 H -2.9926 -0.3300 2.0749  0.00
13 H -3.9154 -2.4456 1.6685  0.00
14 H -3.1528 -3.1830 3.0706  0.00
15 H -1.5455 -2.3275 0.7618  0.00
16 H -1.9008 -4.6771 0.3236  0.00
17 H -2.0243 -4.8968 2.0638  0.00
18 H 0.4339 -4.4470 0.3546  0.00
19 H 0.2707 -5.4470 1.8029  0.00
20 H 0.4710 -3.4272 4.6198  0.00
21 H -0.9509 -3.8299 3.6756  0.00
22 H 0.0453 -1.1623 4.6953  0.00
23 H -1.5320 -1.8875 4.9192  0.00
24 H -1.1366 0.1107 3.3764  0.00
25 C 3.0427 -0.9128 3.3186  0.00
26 N 2.3966 0.3452 2.9260  0.00
27 C 1.8147 0.9397 4.1269  0.00
28 C 1.0121 2.1930 3.8480  0.00
29 N 0.0775 1.9856 2.7555  0.00
30 C -0.5820 3.0675 2.2970  0.00
31 C -1.7359 2.8060 1.5350  0.00
32 F -2.0345 1.4806 1.4582  0.00
33 C -2.5095 3.7220 0.8731  0.00
34 F -3.5523 3.3241 0.1369  0.00
35 C -2.1870 5.0629 0.9818  0.00
36 F -2.8819 5.9979 0.3227  0.00
37 C -1.1162 5.4072 1.7904  0.00
38 F -0.8133 6.6988 1.9345  0.00
39 C -0.3490 4.4589 2.4438  0.00
40 F 0.6575 4.9290 3.2074  0.00
41 C 3.4435 1.2279 2.3927  0.00
42 C 2.9498 2.2271 1.3596  0.00
43 N 2.6869 1.4756 0.1283  -0.01
44 C 3.3611 1.9448 -0.9568  0.00
45 C 4.0823 1.0780 -1.8100  0.00
46 F 4.2384 -0.2016 -1.4292  0.00
47 C 4.7193 1.4704 -2.9661  0.00
48 F 5.3791 0.5702 -3.7017  0.00
49 C 4.7265 2.8008 -3.3465  0.00
50 F 5.3041 3.1926 -4.4858  0.00
51 C 4.1134 3.7123 -2.5092  0.00
52 F 4.1016 5.0089 -2.8385  0.00
53 C 3.4707 3.3005 -1.3579  0.00
54 F 2.8617 4.2745 -0.6428  0.00
55 H 3.8977 -0.7249 3.9826  0.00
56 H 3.3952 -1.4446 2.4361  0.00
57 H 2.3372 -1.5536 3.8407  0.00
58 H 2.6069 1.1971 4.8450  0.00
59 H 1.1837 0.1918 4.6000  0.00
60 H 1.7059 3.0167 3.6705  0.00
61 H 0.4606 2.4426 4.7640  0.00
62 H 4.1650 0.6046 1.8648  0.00
63 H 3.9667 1.7371 3.2163  0.00
64 H 3.7612 2.9470 1.2350  0.00
65 H 2.0763 2.7803 1.7098  0.00
66 O -2.3332 0.2896 -0.6192  0.00
67 C -2.4114 0.9989 -1.8340  0.00
68 C -1.3723 2.0774 -1.8937  0.00
69 C -1.4960 3.0661 -2.8627  0.00
70 C -0.6108 4.1253 -2.8728  0.00
71 C 0.3628 4.1787 -1.8848  0.00
72 C 0.4325 3.1460 -0.9762  0.00
73 N -0.3966 2.0890 -0.9826  0.00
74 H -2.6902 -0.5937 -0.7955  0.00
75 H -3.3928 1.4742 -1.9259  0.00
76 H -2.2750 0.3223 -2.6823  0.00
77 H -2.3007 2.9957 -3.5834  0.00
78 H -0.6901 4.9102 -3.6133  0.00
79 H 1.0581 5.0032 -1.8142  0.00
80 H 1.1737 3.1561 -0.1939  0.00
81 C -2.2760 -1.9322 -5.6177  0.00
82 C -2.3346 -2.1701 -4.1302  0.00
83 C -3.4954 -2.6685 -3.5478  0.00
84 C -3.5367 -2.8444 -2.1723  0.00
85 C -4.7650 -3.4037 -1.5003  0.00
86 C -2.4269 -2.5152 -1.4027  0.00
87 C -1.2234 -1.9845 -1.9341  0.00
88 C -1.2389 -1.8424 -3.3447  0.00
89 N -0.1628 -1.6786 -1.0954  -0.01
90 C 1.1738 -1.8340 -1.7100  0.00
91 C 1.6006 -0.5687 -2.4826  0.00
92 C 2.1851 -2.0531 -0.5822  0.00
93 C 1.2934 -3.0884 -2.6034  0.00
94 H -3.1055 -2.4266 -6.1215  0.00
95 H -1.3412 -2.3019 -6.0404  0.00
96 H -2.3398 -0.8638 -5.8372  0.00
97 H -4.3467 -2.9371 -4.1625  0.00
98 H -5.5048 -3.7056 -2.2403  0.00
99 H -5.2254 -2.6620 -0.8436  0.00
100 H -4.5126 -4.2727 -0.8897  0.00
101 H -2.4851 -2.7424 -0.3471  0.00
102 H -0.3851 -1.4511 -3.8736  0.00
103 H 1.8203 0.2351 -1.7770  0.00
104 H 2.4930 -0.7625 -3.0800  0.00
105 H 0.8170 -0.2080 -3.1434  0.00
106 H 2.2012 -1.2105 0.1235  0.00
107 H 3.1847 -2.1327 -1.0016  0.00
108 H 1.9560 -2.9673 -0.0380  0.00
109 H 0.9135 -2.9357 -3.6091  0.00
110 H 0.7405 -3.9175 -2.1567  0.00
111 H 2.3438 -3.3723 -2.6895  0.00

2.
Below is a structure of composition C41H51BF3GeN6O4PRuS2, with properties calculated with ωB97M-V/def2-TZVPD.

Its HOMO energy (spin up / spin down) is -7.77 / -8.03 eV. The orbital gap (spin up / spin down) comes out at 8.262 / 7.400 eV. As for the expectation value of S²: 6.01. The LUMO energy (spin up / spin down) comes out at 0.49 / -0.63 eV. Its spin multiplicity is 5. The charge is 0.

Last column: Löwdin spin population.
Positions of all 111 atoms, in Å:
1 Ru -0.1687 -0.2843 -0.7218  3.27
2 C -3.8987 -0.5965 -1.4838  0.00
3 C -2.9299 -1.2940 -2.3740  0.01
4 C -3.1858 -2.0240 -3.5432  0.00
5 C -1.9542 -2.4638 -3.9831  0.00
6 C -1.6262 -3.2763 -5.1904  0.00
7 N -1.0266 -2.0201 -3.1124  0.01
8 N -1.6266 -1.3042 -2.1265  0.08
9 B 0.5048 -2.1134 -3.2188  0.00
10 N 1.1197 -2.7987 -1.9831  0.00
11 N 0.9505 -2.2934 -0.7315  0.07
12 C 1.5551 -3.1302 0.1136  0.01
13 C 1.5819 -2.9651 1.5955  0.00
14 C 2.1112 -4.1935 -0.6033  0.00
15 C 1.8165 -3.9483 -1.9290  0.00
16 C 2.1724 -4.7610 -3.1295  0.00
17 N 1.0776 -0.6795 -3.4169  0.01
18 N 0.4916 0.4312 -2.8635  0.05
19 C 0.9908 1.4850 -3.5139  0.01
20 C 0.5354 2.8873 -3.3082  0.00
21 C 1.9143 1.0620 -4.4743  0.00
22 C 1.9441 -0.3112 -4.3802  0.00
23 C 2.7700 -1.2843 -5.1497  0.00
24 H -4.7779 -0.2881 -2.0485  0.00
25 H -3.4527 0.2843 -1.0205  0.00
26 H -4.2298 -1.2449 -0.6716  0.00
27 H -4.1404 -2.2058 -4.0039  0.00
28 H -2.5449 -3.5301 -5.7152  0.00
29 H -1.1172 -4.2019 -4.9224  0.00
30 H -0.9787 -2.7290 -5.8756  0.00
31 H 0.7824 -2.7632 -4.1794  0.00
32 H 0.9385 -2.1514 1.9200  0.00
33 H 2.5962 -2.7594 1.9410  0.00
34 H 1.2379 -3.8851 2.0698  0.00
35 H 2.6551 -5.0310 -0.2031  0.00
36 H 2.6669 -5.6762 -2.8094  0.00
37 H 2.8483 -4.2212 -3.7920  0.00
38 H 1.2905 -5.0309 -3.7079  0.00
39 H -0.0248 3.0115 -2.3908  0.00
40 H -0.1102 3.1849 -4.1383  0.00
41 H 1.3838 3.5694 -3.2795  0.00
42 H 2.4852 1.6799 -5.1447  0.00
43 H 3.4423 -0.7449 -5.8143  0.00
44 H 2.1528 -1.9533 -5.7482  0.00
45 H 3.3715 -1.8956 -4.4765  0.00
46 C -3.0384 0.5677 5.4441  0.00
47 C -2.0334 -0.1467 4.5656  0.00
48 C -1.0444 -0.9889 5.3403  0.00
49 O -2.7493 -1.0547 3.6901  0.01
50 P -3.0039 -0.6442 2.1618  0.04
51 S -3.9799 0.9837 1.8831  0.02
52 S -1.0780 -0.7280 1.4093  0.19
53 O -3.7815 -1.9134 1.6153  0.01
54 C -3.6691 -3.3263 1.9523  0.00
55 C -2.2390 -3.8274 1.9788  0.00
56 C -4.4254 -3.6146 3.2357  0.00
57 H -2.5247 1.2387 6.1326  0.00
58 H -3.6073 -0.1578 6.0266  0.00
59 H -3.7275 1.1470 4.8306  0.00
60 H -1.4974 0.5749 3.9439  0.00
61 H -1.5710 -1.7466 5.9218  0.00
62 H -0.4734 -0.3619 6.0248  0.00
63 H -0.3539 -1.4885 4.6594  0.00
64 H -4.1918 -3.7967 1.1168  0.00
65 H -1.6793 -3.3864 2.8030  0.00
66 H -1.7203 -3.6033 1.0473  0.00
67 H -2.2606 -4.9103 2.1164  0.00
68 H -3.9062 -3.1956 4.0945  0.00
69 H -4.5119 -4.6940 3.3695  0.00
70 H -5.4274 -3.1902 3.1883  0.00
71 F 3.8578 -1.6010 -1.3423  0.00
72 C 4.0276 -0.3543 -0.8901  0.00
73 F 5.2247 -0.2850 -0.2993  0.00
74 F 4.0352 0.4662 -1.9397  0.00
75 C 2.9253 0.0055 0.1470  0.01
76 O 2.0105 0.8210 -0.3616  0.06
77 O 2.9819 -0.4442 1.2473  0.01
78 C -3.2371 4.1089 0.4046  0.00
79 C -2.8729 3.2942 -0.6575  0.00
80 C -1.6811 2.5874 -0.6154  0.02
81 C -0.8440 2.6861 0.4943  0.02
82 C -1.2367 3.4711 1.5758  0.00
83 C -2.4261 4.1851 1.5253  0.00
84 Ge 1.0339 2.1532 0.5934  0.01
85 C 1.7101 2.0804 2.4195  0.00
86 C 2.3980 3.2047 2.8762  0.00
87 C 2.8775 3.2626 4.1795  0.00
88 C 2.6810 2.1918 5.0367  0.00
89 C 1.9979 1.0668 4.5916  0.00
90 C 1.5086 1.0141 3.2967  0.00
91 C 1.9898 3.6166 -0.2993  0.00
92 C 3.3256 3.5210 -0.6750  0.00
93 C 3.9882 4.6015 -1.2385  0.00
94 C 3.3242 5.8066 -1.4255  0.00
95 C 1.9963 5.9251 -1.0404  0.00
96 C 1.3386 4.8374 -0.4824  0.00
97 H -4.1647 4.6632 0.3673  0.00
98 H -3.5190 3.2063 -1.5212  0.00
99 H -1.4094 1.9733 -1.4704  0.01
100 H -0.6065 3.5460 2.4539  0.00
101 H -2.7187 4.7972 2.3679  0.00
102 H 2.5727 4.0436 2.2137  0.00
103 H 3.4100 4.1416 4.5176  0.00
104 H 3.0634 2.2289 6.0486  0.00
105 H 1.8551 0.2225 5.2539  0.00
106 H 0.9834 0.1270 2.9606  0.00
107 H 3.8661 2.5950 -0.5456  0.00
108 H 5.0245 4.5019 -1.5322  0.00
109 H 3.8405 6.6486 -1.8669  0.00
110 H 1.4710 6.8610 -1.1788  0.00
111 H 0.2982 4.9433 -0.2021  0.00

Sequential strongest force on any atom output: 0.025; 0.027 Eh/bohr